# 1
{"formula": "C35H27N6O2PdSe", "method": "ωB97M-V with the def2-TZVPD basis set", "e_above_lowest_kcal_mol": 31.0, "total_charge": 1, "spin_multiplicity": 1, "symbols": ["Pd", "C", "C", "N", "C", "C", "C", "C", "C", "C", "C", "C", "C", "N", "C", "H", "H", "H", "H", "H", "H", "H", "H", "O", "C", "N", "C", "C", "O", "N", "C", "C", "C", "C", "C", "C", "C", "C", "C", "C", "C", "C", "H", "H", "H", "H", "H", "H", "H", "H", "H", "H", "H", "C", "N", "C", "Se", "N", "C", "C", "C", "C", "C", "C", "H", "H", "H", "H", "H", "H", "H", "H"], "coordinates": [[0.0879, -0.2048, -1.8364], [-0.5120, 4.0295, -1.8945], [-0.5975, 2.6655, -1.5960], [0.2938, 1.7977, -2.0499], [1.3274, 2.2308, -2.8212], [1.4968, 3.5840, -3.1285], [0.5335, 4.4899, -2.6488], [2.6415, 3.9896, -3.8916], [3.5695, 3.0916, -4.2810], [3.4260, 1.6999, -3.9681], [4.4001, 0.7309, -4.2776], [4.2047, -0.5668, -3.8882], [3.0070, -0.9143, -3.2471], [2.0604, -0.0394, -2.9915], [2.2820, 1.2617, -3.2939], [-1.2638, 4.6986, -1.5016], [-1.3681, 2.2594, -0.9503], [0.6328, 5.5442, -2.8746], [2.7540, 5.0393, -4.1305], [4.4442, 3.4096, -4.8340], [5.3015, 1.0234, -4.8013], [4.9447, -1.3300, -4.0808], [2.8143, -1.9353, -2.9418], [-2.1159, 1.0810, 0.6080], [-1.0936, 0.5224, 0.9752], [-0.6721, 0.3667, 2.2625], [0.6075, -0.3206, 2.3602], [0.8921, -0.5682, 0.8575], [1.8869, -1.0907, 0.4050], [-0.1683, -0.0938, 0.1435], [1.6612, 0.5870, 2.9830], [2.2860, 1.5627, 2.2105], [3.1809, 2.4485, 2.7878], [3.4591, 2.3707, 4.1460], [2.8385, 1.4040, 4.9202], [1.9440, 0.5133, 4.3410], [0.4988, -1.6781, 3.0468], [-0.6973, -2.1339, 3.5840], [-0.7650, -3.3850, 4.1878], [0.3608, -4.1879, 4.2512], [1.5600, -3.7349, 3.7142], [1.6317, -2.4874, 3.1188], [-1.0751, 0.9093, 3.0074], [2.0818, 1.6263, 1.1473], [3.6674, 3.1978, 2.1768], [4.1613, 3.0597, 4.5963], [3.0520, 1.3361, 5.9788], [1.4727, -0.2470, 4.9509], [-1.5801, -1.5096, 3.5439], [-1.7001, -3.7249, 4.6145], [0.3098, -5.1609, 4.7219], [2.4444, -4.3566, 3.7629], [2.5649, -2.1368, 2.6982], [-2.4842, -2.4955, 0.7386], [-2.9553, -2.0905, -0.5785], [-2.2739, -2.1464, -1.7269], [-0.4523, -2.5786, -1.9498], [-3.0906, -1.7543, -2.7180], [-4.3325, -1.4041, -2.2029], [-5.4963, -0.9354, -2.7979], [-6.5577, -0.6788, -1.9530], [-6.4644, -0.8845, -0.5687], [-5.3073, -1.3564, 0.0180], [-4.2391, -1.6106, -0.8329], [-1.4006, -2.5385, 0.7273], [-2.8889, -3.4757, 0.9871], [-2.8145, -1.7542, 1.4625], [-2.8027, -1.7481, -3.6825], [-5.5700, -0.7800, -3.8654], [-7.4868, -0.3111, -2.3661], [-7.3231, -0.6675, 0.0512], [-5.2351, -1.5138, 1.0848]], "atomic_forces_ev_per_a": [[0.888, -0.244, -0.115], [-0.027, 0.036, 0.049], [0.141, -0.043, 0.048], [0.067, 0.314, -0.026], [-0.035, -0.044, -0.102], [0.008, -0.064, 0.021], [-0.005, -0.015, -0.009], [0.022, 0.036, -0.023], [0.029, 0.049, -0.028], [-0.016, -0.085, 0.054], [-0.034, 0.005, -0.004], [0.016, -0.007, 0.003], [-0.115, -0.144, -0.062], [-0.464, 0.089, -0.235], [0.015, 0.124, 0.174], [0.001, 0.001, -0.006], [-0.081, 0.035, -0.053], [0.007, 0.000, -0.008], [0.001, -0.004, 0.000], [0.003, -0.010, 0.007], [0.000, 0.013, 0.005], [0.000, 0.000, 0.010], [-0.011, -0.014, -0.060], [0.026, -0.035, 0.023], [0.003, -0.170, -0.081], [-0.092, -0.061, -0.012], [-0.016, 0.005, 0.015], [0.061, 0.048, 0.067], [-0.079, 0.014, 0.039], [-0.481, -0.049, 0.142], [-0.005, 0.006, -0.034], [-0.003, -0.008, 0.021], [-0.004, 0.001, -0.002], [0.012, 0.017, -0.010], [-0.012, -0.018, 0.012], [0.007, 0.019, 0.002], [0.031, 0.016, -0.010], [0.034, 0.002, 0.041], [-0.021, 0.020, -0.003], [0.013, -0.025, 0.004], [0.003, -0.001, 0.003], [-0.027, -0.008, -0.012], [0.022, 0.030, -0.006], [0.001, 0.001, -0.002], [0.002, -0.001, 0.001], [-0.001, -0.001, 0.001], [0.001, 0.000, -0.001], [-0.001, -0.002, -0.001], [0.007, 0.006, 0.009], [0.000, -0.001, 0.003], [-0.002, 0.002, 0.000], [-0.001, 0.000, 0.001], [-0.003, 0.005, -0.003], [0.001, 0.074, -0.085], [-0.061, 0.021, -0.085], [0.076, 0.078, 0.155], [0.059, 0.062, 0.106], [-0.035, -0.013, 0.013], [0.021, -0.008, -0.060], [0.007, -0.002, -0.001], [-0.011, -0.005, 0.014], [-0.006, 0.003, -0.010], [0.031, -0.005, -0.007], [-0.038, -0.093, 0.043], [0.037, -0.021, 0.008], [-0.013, 0.017, 0.039], [0.032, -0.001, 0.012], [0.011, 0.050, 0.007], [0.003, 0.004, 0.001], [0.006, 0.001, -0.009], [0.007, -0.002, 0.009], [-0.011, -0.001, 0.001]]}

***

# 2
{"formula": "C24H26AuN5O", "method": "ωB97M-V with the def2-TZVPD basis set", "total_charge": 2, "spin_multiplicity": 1, "symbols": ["Au", "C", "C", "C", "C", "N", "C", "C", "C", "C", "C", "C", "C", "H", "H", "H", "H", "H", "H", "H", "H", "O", "C", "C", "C", "C", "C", "C", "C", "N", "C", "C", "N", "H", "H", "H", "H", "H", "H", "H", "N", "C", "C", "N", "C", "C", "H", "H", "H", "H", "H", "H", "H", "H", "H", "H", "H"], "coordinates": [[0.3710, -0.0250, -1.1726], [-3.1866, -1.1903, -3.5789], [-3.1980, -2.5682, -3.4100], [-2.2334, -3.1624, -2.6234], [-1.2626, -2.3790, -2.0131], [-1.2836, -1.0330, -2.1583], [-2.2149, -0.4620, -2.9311], [-0.1340, -2.8947, -1.2454], [0.0813, -4.2429, -0.9745], [1.2358, -4.6388, -0.3214], [2.1823, -3.6911, 0.0480], [1.9690, -2.3399, -0.2121], [0.8074, -1.9562, -0.8487], [-3.9138, -0.6883, -4.1992], [-3.9489, -3.1739, -3.8989], [-2.2189, -4.2343, -2.4975], [-2.1758, 0.6070, -3.0321], [-0.6378, -4.9909, -1.2798], [1.4037, -5.6865, -0.1149], [3.0958, -4.0023, 0.5363], [2.7077, -1.6036, 0.0724], [1.8871, 0.5301, 0.1506], [2.6797, 1.6002, 0.1430], [3.9447, 1.4455, 0.7336], [4.7919, 2.5163, 0.9034], [4.4031, 3.7840, 0.4709], [3.1904, 3.9433, -0.1514], [2.3223, 2.8614, -0.3581], [1.1026, 3.0279, -1.1155], [0.2400, 2.0899, -1.4918], [-0.7241, 2.7119, -2.2722], [-0.4486, 4.0312, -2.3542], [0.6987, 4.2078, -1.6256], [4.2072, 0.4517, 1.0722], [5.7558, 2.3787, 1.3738], [5.0561, 4.6336, 0.6079], [2.9305, 4.9380, -0.4918], [-1.5318, 2.1790, -2.7250], [-0.9429, 4.8355, -2.8665], [1.1694, 5.0878, -1.5015], [-2.2391, 0.1407, 3.9146], [-3.0018, -0.5650, 2.8229], [-2.3932, -0.1795, 1.4799], [-0.9643, -0.4374, 1.3999], [-0.2301, 0.1879, 2.4913], [-0.7675, -0.1891, 3.8648], [-2.6293, -0.0891, 4.8301], [-2.3495, 1.1506, 3.7904], [-4.0501, -0.2813, 2.9026], [-2.9077, -1.6349, 3.0073], [-2.5634, 0.8866, 1.2953], [-2.9094, -0.7328, 0.6952], [-0.7679, -1.4322, 1.3532], [-0.2781, 1.2743, 2.3625], [0.8196, -0.0945, 2.4262], [-0.2726, 0.3567, 4.6665], [-0.6734, -1.2587, 4.0508]], "atomic_forces_ev_per_a": [[0.625, 0.241, 0.504], [-0.007, -0.028, 0.070], [-0.092, 0.013, -0.058], [-0.013, 0.042, 0.041], [-0.025, -0.028, -0.004], [0.911, 0.461, 0.171], [-0.065, 0.050, 0.004], [-0.220, -0.087, -0.176], [0.024, -0.080, 0.018], [0.027, 0.050, 0.029], [-0.060, -0.028, -0.044], [0.136, -0.052, 0.061], [0.254, 0.237, 0.355], [0.004, 0.024, -0.003], [-0.001, -0.002, -0.014], [0.044, -0.007, 0.003], [-0.002, -0.036, -0.024], [-0.013, 0.000, -0.014], [0.015, -0.006, 0.000], [0.016, 0.000, 0.004], [-0.044, 0.009, 0.030], [-0.964, -0.916, -0.689], [0.167, 0.315, -0.276], [-0.195, -0.170, 0.091], [-0.114, 0.037, -0.028], [0.127, 0.046, 0.075], [0.012, 0.039, -0.113], [0.119, -0.181, 0.218], [0.046, 0.084, 0.007], [-0.742, -0.305, -0.494], [0.123, 0.153, 0.154], [-0.035, -0.121, -0.041], [-0.033, 0.202, 0.015], [0.084, 0.023, 0.025], [0.007, -0.041, -0.006], [0.006, 0.006, 0.007], [-0.028, -0.025, -0.057], [-0.046, 0.085, -0.003], [-0.009, 0.030, -0.001], [0.045, -0.028, 0.021], [0.012, -0.054, -0.041], [-0.065, 0.004, -0.043], [0.096, -0.099, 0.019], [-0.178, 0.053, 0.202], [0.002, -0.086, -0.082], [0.096, 0.022, 0.010], [0.013, -0.006, -0.012], [-0.030, -0.009, 0.069], [0.012, 0.026, 0.025], [0.020, 0.018, 0.068], [-0.015, 0.004, -0.027], [-0.031, 0.032, -0.002], [0.022, -0.002, -0.043], [0.046, 0.013, -0.018], [0.010, 0.060, -0.016], [-0.027, 0.013, 0.007], [-0.065, 0.003, 0.026]]}

***

# 3
{"formula": "C5H14O2", "method": "ωB97M-V with the def2-TZVPD basis set", "e_above_lowest_kcal_mol": 48.4, "smiles": "C=CCCC.O.O", "spin_multiplicity": 1, "symbols": ["C", "C", "C", "C", "C", "H", "H", "H", "H", "H", "H", "H", "H", "H", "H", "O", "H", "H", "O", "H", "H"], "coordinates": [[-1.7373, -0.4118, 2.0599], [-1.1132, -0.9604, 1.0427], [-1.1177, -0.3980, -0.3636], [-0.3925, 0.9625, -0.4987], [0.0135, 1.0852, -2.0119], [-2.3625, 0.5068, 1.9571], [-2.1111, -0.6139, 3.0710], [-0.6006, -1.9068, 1.1797], [-0.6377, -1.1956, -0.9571], [-2.2020, -0.1542, -0.5668], [0.5086, 0.8667, 0.1076], [-0.9266, 1.8144, -0.0571], [1.0418, 1.4756, -2.0165], [0.2538, 0.1466, -2.4737], [-0.6462, 1.8457, -2.4161], [2.0650, -0.7012, -1.7916], [1.8739, -1.3050, -2.5242], [3.0183, -0.6240, -1.6449], [1.7212, -0.4091, 2.9632], [0.9560, 0.0388, 2.5749], [2.3954, -0.0624, 2.3661]], "atomic_forces_ev_per_a": [[-2.731, 2.252, 1.147], [0.160, -0.507, 0.198], [-1.167, 0.696, 1.378], [1.106, -1.762, -0.741], [1.014, 2.057, 2.118], [0.782, -0.117, -1.130], [1.535, -1.504, -0.084], [0.100, -0.026, 0.065], [-0.594, 0.784, -0.358], [1.027, -0.930, -0.533], [0.265, 0.103, -0.052], [-0.206, -0.325, -0.521], [-0.396, 0.600, -0.098], [-1.322, -0.243, -0.471], [-0.107, -0.544, -1.029], [0.266, -0.241, 0.233], [0.624, 0.149, 0.287], [-0.318, -0.397, -0.400], [-0.017, 0.571, -0.625], [-0.417, -0.344, 0.361], [0.393, -0.272, 0.253]]}

***

Number 1: E_tot -4358.2281 hartree. Number 2: E_tot -1414.3451 hartree. Number 3: E_tot -349.2986 hartree.